Record 1
Here is C3H5CaLiO3 as an isolated structure from the Open Molecules 2025 dataset. Energies are from wB97M-V/def2-TZVPD.

electronic energy: -27977.0980 eV
LUMO energy: -0.37 eV
frontier orbital gap: 4.157 eV
HOMO energy: -4.52 eV

Geometry as ORCA input:
```
! wB97M-V def2-TZVPD RIJCOSX def2/J DEFGRID3
* xyz 0 1
O -0.82049 0.77606 -0.02900
C -1.41813 1.47269 0.94654
C -0.60471 -0.64323 0.15084
O -1.76941 2.60450 0.71658
O 1.57290 -0.09696 -0.56640
C 0.55629 -1.04143 -0.74012
H -1.53943 -1.16875 -0.07853
H -0.30396 -0.84074 1.18888
H 0.19625 -1.17367 -1.77612
H 0.88317 -2.04947 -0.42219
H -1.36481 1.05097 1.96818
Li 0.89341 1.59067 -0.87764
Ca 3.71892 -0.48064 -0.48102
*
```

Here are the Löwdin charges for atoms 1 to 2, given in e: -0.116, -0.333

Record 2
Here is C3H5CaO3 as an isolated structure from the Open Molecules 2025 dataset. Energies are from wB97M-V/def2-TZVPD.

⟨S²⟩: 0.753
electronic energy: -27770.3409 eV
LUMO energy (spin up / spin down): -0.55 / -0.60 eV
frontier orbital gap (spin up / spin down): 6.007 / 7.481 eV
relative energy (zero: lowest compared OMol25 entry of this formula, charge and spin): 62.08 kcal per mole
HOMO energy (spin up / spin down): -6.55 / -8.08 eV

Geometry as ORCA input:
```
! wB97M-V def2-TZVPD RIJCOSX def2/J DEFGRID3
* xyz 0 2
H 3.76964 -0.64878 -0.36110
O -0.32233 1.04514 -0.94889
C 0.48191 1.15095 0.16518
C -1.44507 0.25204 -0.59340
O 1.74585 1.37068 -0.00544
O 0.28207 -0.08442 0.91024
C -0.87199 -0.75988 0.40522
H -1.84043 -0.21858 -1.49950
H -2.22271 0.87965 -0.13359
H -0.55827 -1.69395 -0.07802
H -1.56035 -0.97908 1.22931
Ca 2.54168 -0.31377 0.91001
*
```

Here are the Löwdin charges for atoms 1 to 2, given in e: -0.263, -0.016

Number 1: strongest force on any atom 2.06 eV Å⁻¹. Number 2: strongest force on any atom 1.90 eV Å⁻¹.